65
Properties=species:S:1:pos:R:3 method="wB97M-V/def2-TZVPD" homo_ev=-8.617 relative_energy_ev=0.0000 multiplicity=1
Mg -0.58019 -0.01463 -0.67704
O -0.92053 -1.30736 -2.62058
C -0.11970 -0.86171 -3.71784
C 0.12017 0.63592 -3.63306
N 0.51346 1.02475 -2.27868
C -0.02404 2.35861 -1.96953
C -1.56188 2.27945 -1.77784
O -2.24745 3.25284 -1.99234
O -2.00283 1.10381 -1.41355
C 1.93878 0.80734 -1.99113
C 2.21121 0.15999 -0.61033
O 3.33822 0.21975 -0.16012
O 1.20114 -0.44110 -0.08112
H -1.63289 -0.65205 -2.50718
H 0.81072 -1.42788 -3.65563
H -0.60937 -1.10983 -4.66431
H 0.86615 0.95418 -4.37216
H -0.81624 1.14468 -3.87452
H 0.40247 2.69544 -1.02474
H 0.20184 3.09428 -2.74999
H 2.33257 0.10041 -2.72570
H 2.52469 1.72581 -2.07572
C 5.20566 4.60292 0.51706
C 5.02757 3.83680 1.66366
C 3.86118 3.11549 1.84730
C 2.87644 3.16271 0.87203
C 3.05455 3.90499 -0.28464
C 4.21999 4.63805 -0.45700
N 1.64684 2.41405 0.98066
N 1.33934 2.17887 2.15756
C 0.14058 1.38211 2.34240
C 0.04704 0.83309 3.60851
C -1.12107 0.17977 3.97012
C -2.16565 0.15409 3.06455
C -1.95904 0.70744 1.80896
N -0.81419 1.26965 1.42096
H 6.11886 5.16728 0.38178
H 5.80640 3.79618 2.41281
H 3.71249 2.49933 2.72214
H 2.27370 3.92705 -1.02941
H 4.35877 5.22647 -1.35345
H 0.88045 0.94619 4.28675
H -1.21881 -0.26812 4.94965
H -3.12285 -0.28429 3.30904
H -2.73861 0.70214 1.05692
C -3.82961 -2.42116 -1.11746
N -3.12969 -3.19500 -0.09634
C -3.91262 -4.15153 0.66694
C -1.93104 -2.71160 0.32943
O -1.61182 -1.54081 0.05386
N -1.10870 -3.51507 1.03910
C 0.07503 -2.95943 1.68301
C -1.16674 -4.96394 0.95956
H -4.82741 -2.83888 -1.22905
H -3.31218 -2.48878 -2.07437
H -3.91010 -1.36988 -0.83913
H -4.90656 -3.73471 0.83781
H -3.45949 -4.32523 1.63951
H -4.02426 -5.10834 0.15267
H 0.16407 -1.89701 1.48573
H 0.96771 -3.44066 1.28291
H 0.02976 -3.13595 2.75970
H -1.69955 -5.27694 0.06347
H -1.63724 -5.42038 1.83401
H -0.14552 -5.33966 0.89338

57
Properties=species:S:1:pos:R:3 method="wB97M-V/def2-TZVPD" homo_ev=-8.028 smiles="CCOC(=O)c1c(C)c(-c2ccccc2)n(CC(=O)NCCC(C)C)c1C" relative_energy_ev=0.4056 multiplicity=1
C -5.17145 -3.77110 1.01024
C -3.88551 -3.81211 0.20592
O -3.39291 -2.48240 0.07932
C -2.24970 -2.34047 -0.61332
O -1.66816 -3.28952 -1.09769
C -1.81194 -0.95409 -0.70309
C -2.35355 0.18704 -0.03807
C -3.47386 0.20438 0.94201
C -1.59679 1.26831 -0.42602
C -1.72870 2.66680 -0.02264
C -2.96992 3.29577 -0.11344
C -3.12242 4.61102 0.28283
C -2.03874 5.32161 0.77189
C -0.80197 4.70647 0.86739
C -0.64553 3.38903 0.47745
N -0.62642 0.82772 -1.30522
C 0.35244 1.64482 -1.95861
C 1.76781 1.55634 -1.36065
O 2.70693 2.09251 -1.90606
N 1.85246 0.88053 -0.19977
C 3.11221 0.59158 0.44867
C 3.47545 -0.88798 0.31425
C 4.70171 -1.28776 1.14076
C 5.96591 -0.59079 0.64424
C 4.88437 -2.80364 1.08763
C -0.74857 -0.51248 -1.48180
C 0.13779 -1.27107 -2.39906
H -5.90688 -3.14904 0.50719
H -4.98362 -3.35612 1.99698
H -5.56867 -4.77636 1.11683
H -4.05431 -4.22637 -0.79511
H -3.12513 -4.42899 0.69974
H -4.42139 0.00654 0.44297
H -3.52801 1.17146 1.43710
H -3.33266 -0.57334 1.68929
H -3.80991 2.74749 -0.51257
H -4.08945 5.08602 0.20487
H -2.15769 6.35014 1.07824
H 0.04643 5.25348 1.25162
H 0.32017 2.91540 0.57870
H 0.43429 1.36657 -3.01398
H 0.04097 2.69219 -1.91462
H 1.03801 0.39861 0.15141
H 3.85931 1.22299 -0.03447
H 3.03745 0.86489 1.50645
H 3.65960 -1.11553 -0.73795
H 2.61999 -1.48666 0.64090
H 4.52653 -0.99535 2.18274
H 6.83112 -0.94101 1.20250
H 6.12802 -0.80749 -0.40918
H 5.89714 0.48627 0.76845
H 5.73421 -3.10680 1.69443
H 3.99883 -3.31386 1.45974
H 5.06165 -3.12687 0.06426
H 1.18825 -1.08503 -2.17712
H -0.04415 -0.98279 -3.43559
H -0.07106 -2.33099 -2.29104